Formula: C4H5NO
Source: the OMol25 dataset
Level of theory: ωB97M-V with the def2-TZVPD basis set

Geometry as XYZ:
```
11
Properties=species:S:1:pos:R:3
H 1.887 0.395 -1.127
H 2.193 0.334 0.543
H 0.105 1.073 -2.193
H 1.477 1.845 -0.163
N -2.011 -1.959 1.772
C -0.502 -0.532 0.501
C 0.140 0.288 -0.384
C -1.367 -1.157 1.101
H -2.982 -1.824 1.549
C 1.516 0.705 -0.163
O -0.456 0.832 -1.437
```

Summary:
HOMO level   -8.44 eV
Energy   -7763.36329 eV
Charge   0
Gap between HOMO and LUMO   0.326 Eh
SMILES   CC(O)=C=C=N

Mulliken population analysis, charges in e, atoms 1 to 4: 0.31, 0.35, 0.35, 0.27



Formula: CH2BrI
Source: the OMol25 dataset
Level of theory: ωB97M-V with the def2-TZVPD basis set

Geometry as XYZ:
```
5
Properties=species:S:1:pos:R:3
C -0.896 0.043 -0.108
H 2.613 -0.336 0.783
H 1.891 -0.250 0.577
I -2.270 -1.270 -0.688
Br -1.339 1.813 -0.564
```

Summary:
HOMO level   -9.03 eV
Energy   -79208.27661 eV
Charge   0
Gap between HOMO and LUMO   0.280 Eh

Mulliken population analysis, charges in e, atoms 1 to 4: -0.20, 0.22, -0.20, 0.20



Formula: C15H26NO2OsP
Source: the OMol25 dataset
Level of theory: ωB97M-V with the def2-TZVPD basis set

Geometry as XYZ:
```
46
Properties=species:S:1:pos:R:3
C -0.845 1.553 -0.827
H -0.881 2.487 4.550
H 2.025 -3.306 -0.355
C -2.396 -0.344 -0.132
H -1.888 -0.134 -3.242
C -0.628 1.418 4.521
C 1.569 1.261 -0.850
H -2.955 -1.569 -3.221
H -1.502 0.808 4.760
C -2.338 -2.604 -1.044
H -3.461 -0.555 0.029
H -3.043 -2.656 -0.217
H 0.675 3.831 -2.914
H -3.517 -0.026 -2.487
C 1.697 2.369 -1.684
H -1.053 -1.084 -1.595
H 3.192 -0.554 2.605
C 2.420 -2.371 -0.763
H 3.326 0.129 -1.359
C -2.205 1.152 -0.367
H 3.610 -2.191 2.079
H 1.843 -2.106 -1.657
O 0.799 1.598 2.535
H 3.447 1.042 0.165
H 2.701 2.707 -1.940
H 0.179 1.232 5.246
C 2.769 0.462 -0.471
C -0.692 2.607 -1.743
H -1.585 3.100 -2.147
O -0.788 0.002 2.621
H -1.418 -3.114 -0.750
C 0.300 0.868 -0.393
H -2.772 -3.081 -1.932
Os 0.164 -0.629 1.018
H 1.096 -1.363 2.217
C 3.514 -1.153 1.750
C -2.655 -0.685 -2.655
C -0.128 1.012 3.132
H 4.467 -0.769 1.381
N -2.050 -1.151 -1.361
P 2.222 -1.061 0.470
H -1.829 -0.805 0.744
H -2.956 1.516 -1.078
H -2.470 1.644 0.588
H 3.474 -2.493 -1.034
C 0.568 3.007 -2.194
```

Summary:
HOMO level (spin up / spin down)   -14.92 / -15.38 eV
Energy   -33298.56973 eV
Charge   +2
2S+1   5
Gap between HOMO and LUMO (spin up / spin down)   0.307 / 0.225 Eh

Mulliken population analysis, charges in e, atoms 1 to 4: 0.38, 0.34, 0.40, -1.44



Looking at energy relative to the best compared isomer or geometry (same formula, charge and spin) for the records above, in order, we have 72.9 85.5 7.4 kcal/mol.